C20H44N4O40S8 | ωB97M-V with the def2-TZVPD basis set

Calculated values
**LUMO level**: -0.49 eV
**Kohn-Sham gap**: 9.82 eV

```
116
Properties=species:S:1:pos:R:3:lowdin_charge:R:1
C 4.32 1.95 -3.18 0.044
N 3.12 1.16 -3.59 -0.403
O 2.04 1.33 -3.04 0.040
O 3.27 0.36 -4.50 0.077
H 4.60 2.03 -2.13 0.068
H 4.15 2.91 -3.67 0.109
H 5.17 1.55 -3.74 0.097
C -2.32 -3.27 1.74 0.035
N -1.80 -4.50 2.33 -0.455
O -1.32 -5.25 1.52 0.063
O -1.88 -4.67 3.53 0.070
H -3.24 -2.92 2.21 0.104
H -2.51 -3.51 0.69 0.104
H -1.51 -2.56 1.82 0.070
C 3.41 -3.03 3.39 0.048
N 2.10 -3.08 2.74 -0.406
O 1.10 -2.80 3.40 0.070
O 2.11 -3.10 1.50 0.051
H 3.82 -2.03 3.26 0.102
H 3.98 -3.78 2.86 0.104
H 3.30 -3.18 4.46 0.101
C -0.60 3.58 -1.69 0.065
N -1.54 4.64 -1.14 -0.418
O -2.11 5.43 -1.90 0.062
O -1.80 4.55 0.05 0.040
H 0.25 3.96 -1.12 0.082
H -0.22 3.83 -2.68 0.100
H -0.88 2.55 -1.49 0.090
C 0.57 -0.72 -0.18 -0.159
C 0.98 0.53 0.59 -0.189
O -0.20 1.22 0.73 -0.189
S -1.46 0.26 0.93 0.649
O -2.59 0.62 0.09 -0.241
O -1.56 -0.03 2.34 -0.230
O -0.76 -1.00 0.21 -0.195
H 1.28 -1.55 -0.20 0.091
H 0.52 -0.46 -1.24 0.114
H 1.62 1.16 -0.02 0.116
H 1.43 0.28 1.55 0.128
C -5.28 -1.44 -1.01 -0.142
C -6.22 -0.91 0.10 -0.201
O -7.20 -1.87 0.34 -0.182
S -6.67 -3.37 -0.08 0.696
O -7.86 -4.03 -0.60 -0.242
O -5.95 -3.99 0.99 -0.237
O -5.67 -2.80 -1.24 -0.208
H -4.23 -1.47 -0.73 0.114
H -5.54 -1.01 -1.97 0.137
H -6.71 -0.01 -0.26 0.130
H -5.64 -0.61 0.97 0.126
C 0.41 0.24 5.27 -0.188
C 1.16 0.15 6.56 -0.230
O 2.10 1.17 6.56 -0.180
S 2.61 1.53 5.02 0.730
O 3.96 1.06 4.70 -0.246
O 2.23 2.89 4.72 -0.232
O 1.53 0.41 4.44 -0.225
H -0.20 1.15 5.31 0.135
H -0.25 -0.58 5.03 0.142
H 1.61 -0.84 6.67 0.135
H 0.45 0.25 7.38 0.140
C -5.06 3.23 1.62 -0.188
C -4.99 4.78 1.58 -0.159
O -6.32 5.25 1.86 -0.212
S -7.45 4.03 1.68 0.744
O -8.54 4.39 0.75 -0.250
O -7.78 3.59 3.01 -0.242
O -6.31 3.02 1.00 -0.214
H -4.92 2.76 2.60 0.132
H -4.28 2.81 0.99 0.116
H -4.64 5.15 0.62 0.119
H -4.32 5.16 2.35 0.130
C 1.14 -7.12 -2.64 -0.176
C 0.86 -6.29 -3.93 -0.207
O 0.61 -5.00 -3.51 -0.197
S 0.37 -4.93 -1.89 0.723
O -0.94 -5.44 -1.53 -0.219
O 0.92 -3.66 -1.43 -0.228
O 1.47 -6.13 -1.69 -0.193
H 2.02 -7.75 -2.78 0.131
H 0.24 -7.71 -2.43 0.124
H 0.07 -6.71 -4.57 0.130
H 1.74 -6.31 -4.58 0.124
C 7.07 -0.45 -1.20 -0.137
C 6.72 -1.89 -0.70 -0.180
O 5.82 -1.66 0.35 -0.186
S 4.73 -0.58 -0.17 0.658
O 4.23 0.18 0.92 -0.199
O 3.84 -1.29 -1.09 -0.229
O 5.85 0.25 -0.99 -0.224
H 7.45 -0.46 -2.22 0.133
H 7.78 0.05 -0.55 0.132
H 7.63 -2.39 -0.35 0.137
H 6.31 -2.48 -1.52 0.130
C -1.18 0.39 -4.30 -0.213
C -0.13 -0.69 -4.53 -0.189
O -0.85 -1.88 -4.75 -0.194
S -2.41 -1.83 -4.22 0.745
O -2.61 -2.81 -3.13 -0.243
O -3.33 -1.68 -5.31 -0.225
O -2.15 -0.30 -3.58 -0.207
H -1.65 0.76 -5.21 0.131
H -0.66 1.23 -3.83 0.113
H 0.39 -0.74 -3.58 0.109
H 0.51 -0.46 -5.38 0.137
C 1.94 6.59 -0.11 -0.117
C 2.35 6.23 1.34 -0.158
O 2.75 4.88 1.27 -0.201
S 3.50 4.52 -0.17 0.689
O 3.12 3.19 -0.60 -0.252
O 4.89 4.86 -0.02 -0.226
O 2.71 5.70 -0.97 -0.229
H 2.43 7.51 -0.41 0.130
H 0.89 6.56 -0.41 0.122
H 1.53 6.39 2.05 0.138
H 3.19 6.83 1.68 0.130
```

***

C20H44N4O7PS | ωB97M-V with the def2-TZVPD basis set

Calculated values
**Net charge**: +1
**LUMO level**: -3.07 eV
**Kohn-Sham gap**: 7.36 eV

```
77
Properties=species:S:1:pos:R:3:lowdin_charge:R:1
N 1.73 1.57 2.53 0.042
C 1.84 0.99 1.18 -0.235
C 3.21 0.32 0.96 -0.115
N 3.17 -0.86 0.03 -0.227
O 2.31 -0.51 -1.06 -0.029
C 2.66 -2.11 0.67 -0.210
C 2.75 -3.30 -0.04 -0.036
C 2.26 -4.45 0.54 -0.034
C 1.66 -4.42 1.79 -0.038
C 1.56 -3.22 2.47 -0.038
C 2.06 -2.06 1.93 -0.007
P 4.82 -1.16 -0.82 0.232
O 5.46 0.27 -0.54 -0.168
O 5.56 -2.17 0.15 -0.130
S 4.68 -1.71 -2.62 0.511
H 0.94 1.14 3.00 0.038
H 2.54 1.33 3.10 0.071
H 1.03 0.27 1.03 0.099
H 1.76 1.81 0.46 0.121
H 3.63 -0.02 1.91 0.130
H 3.90 1.05 0.55 0.116
H 1.49 -1.03 -0.95 0.140
H 3.19 -3.35 -1.02 0.078
H 2.35 -5.38 0.00 0.125
H 1.28 -5.33 2.24 0.123
H 1.07 -3.19 3.44 0.124
H 1.97 -1.14 2.49 0.107
H 6.28 0.35 -1.06 0.115
H 5.58 -1.89 1.08 0.112
C 0.82 -2.04 -3.88 -0.105
O 0.71 -0.71 -3.41 -0.209
C 1.71 0.18 -3.90 -0.234
C 1.16 1.20 -4.86 -0.212
N 0.77 0.58 -6.12 -0.049
C 0.05 1.46 -7.04 -0.195
C -1.31 1.99 -6.60 -0.226
O -2.31 1.00 -6.49 -0.172
C -2.37 0.32 -5.25 -0.105
H 0.10 -2.65 -3.33 0.091
H 0.59 -2.12 -4.95 0.086
H 1.83 -2.44 -3.71 0.064
H 2.53 -0.38 -4.35 0.101
H 2.11 0.71 -3.03 0.101
H 1.93 1.95 -5.05 0.128
H 0.32 1.71 -4.36 0.110
H 0.20 -0.23 -5.93 0.072
H -0.10 0.90 -7.96 0.122
H 0.69 2.31 -7.28 0.120
H -1.66 2.67 -7.38 0.124
H -1.25 2.58 -5.67 0.111
H -2.07 0.96 -4.42 0.086
H -1.75 -0.58 -5.24 0.071
H -3.40 0.00 -5.10 0.090
C -1.76 0.98 1.89 -0.117
O -1.47 0.70 3.24 -0.211
C -1.33 1.86 4.06 -0.223
C -2.47 2.03 5.03 -0.215
N -3.70 2.38 4.34 -0.050
C -4.90 2.37 5.17 -0.195
C -5.34 1.04 5.78 -0.225
O -5.78 0.09 4.84 -0.172
C -4.77 -0.71 4.26 -0.107
H -1.68 0.03 1.34 0.088
H -2.77 1.37 1.75 0.085
H -1.05 1.69 1.46 0.080
H -1.21 2.76 3.44 0.128
H -0.41 1.74 4.64 0.114
H -2.22 2.83 5.74 0.129
H -2.56 1.09 5.60 0.109
H -3.84 1.74 3.57 0.070
H -5.73 2.73 4.55 0.122
H -4.77 3.09 5.98 0.121
H -6.20 1.25 6.42 0.124
H -4.57 0.61 6.43 0.112
H -3.94 -0.89 4.95 0.087
H -4.38 -0.27 3.34 0.070
H -5.22 -1.67 4.00 0.089
```

***

C20H44NO2P3Rh | ωB97M-V with the def2-TZVPD basis set

Calculated values
**Net charge**: +3
**LUMO level (alpha / beta)**: -7.98 / -12.27 eV
**Spin multiplicity**: 5
**Kohn-Sham gap (alpha / beta)**: 8.17 / 3.88 eV
**<S²>**: 6.0241

```
71
Properties=species:S:1:pos:R:3:lowdin_charge:R:1
Rh 0.67 -0.11 -0.18 0.444
P 1.98 0.76 1.46 0.728
P -0.54 1.75 -0.49 0.719
P 2.47 -0.60 -1.53 0.749
H -1.51 -1.58 0.67 0.072
C -0.52 -1.98 0.42 -0.112
C 0.53 -1.88 1.34 -0.115
H 0.30 -1.53 2.34 0.052
C 1.13 1.00 3.06 -0.212
C 2.71 2.40 1.10 -0.209
C 3.42 -0.26 1.97 -0.217
C -2.27 1.31 -0.86 -0.210
C -0.83 2.86 0.93 -0.220
C 0.06 2.85 -1.82 -0.208
C 3.24 -2.14 -0.93 -0.206
C 3.78 0.67 -1.64 -0.224
C 2.19 -0.95 -3.29 -0.225
H -0.46 -2.70 -0.39 0.075
H 1.41 -2.52 1.22 0.067
H 0.79 0.03 3.44 0.039
H 0.26 1.65 2.95 0.033
H 1.83 1.44 3.77 0.079
H 1.94 3.15 0.89 0.031
H 3.37 2.35 0.22 0.027
H 3.30 2.73 1.96 0.083
H 3.11 -1.30 2.12 0.048
H 3.79 0.13 2.93 0.078
H 4.23 -0.22 1.24 0.041
H -2.82 2.22 -1.12 0.084
H -2.71 0.86 0.04 0.055
H -2.35 0.59 -1.68 0.002
H -1.39 3.74 0.59 0.084
H 0.10 3.20 1.40 0.026
H -1.44 2.32 1.67 0.038
H -0.66 3.67 -1.97 0.078
H 0.17 2.29 -2.76 0.050
H 1.03 3.28 -1.55 0.054
H 3.83 -2.58 -1.74 0.075
H 2.45 -2.84 -0.63 0.046
H 3.90 -1.96 -0.07 0.045
H 4.44 0.45 -2.49 0.080
H 4.40 0.70 -0.73 0.043
H 3.32 1.65 -1.80 0.048
H 3.09 -1.39 -3.74 0.081
H 1.95 0.00 -3.80 0.067
H 1.34 -1.63 -3.40 0.011
C -1.31 -1.79 -3.39 -0.218
C -2.41 -1.05 -3.86 0.058
C -3.04 -1.47 -5.03 0.030
C -2.60 -2.60 -5.73 0.063
C -1.50 -3.32 -5.25 0.028
C -0.86 -2.93 -4.07 0.053
O -0.56 -1.48 -2.30 -0.036
H -0.74 -0.64 -1.75 0.049
H -2.75 -0.16 -3.34 0.111
H -3.91 -0.91 -5.40 0.147
H -3.10 -2.93 -6.64 0.155
H -1.12 -4.20 -5.77 0.144
H -0.01 -3.47 -3.66 0.145
C -3.80 1.43 4.39 -0.020
N -2.92 0.29 4.63 -0.182
C -2.59 -0.06 6.01 -0.031
C -2.25 -0.27 3.61 -0.329
O -2.33 0.12 2.43 -0.068
H -4.45 1.53 5.27 0.100
H -4.40 1.24 3.50 0.096
H -3.23 2.36 4.25 0.099
H -2.35 -1.12 6.05 0.095
H -1.72 0.51 6.38 0.100
H -3.45 0.16 6.65 0.101
H -1.61 -1.12 3.92 0.137
```

***

C20H45As3N4OPd | ωB97M-V with the def2-TZVPD basis set

Calculated values
**Net charge**: +4
**LUMO level (alpha / beta)**: -9.72 / -13.03 eV
**Spin multiplicity**: 5
**Kohn-Sham gap (alpha / beta)**: 9.04 / 6.35 eV
**<S²>**: 6.0114

```
74
Properties=species:S:1:pos:R:3:lowdin_charge:R:1
Pd -0.26 -0.43 0.63 0.548
C -2.90 2.03 -0.47 -0.253
As -1.88 0.50 -1.06 1.119
C -0.99 1.11 -2.67 -0.247
C -3.30 -0.70 -1.68 -0.309
C -2.98 -2.19 -1.89 -0.663
C -1.65 -2.37 -2.64 -0.070
C -2.94 -2.95 -0.55 -0.307
As -1.38 -2.67 0.62 1.111
C -0.24 -4.17 0.18 -0.254
C -2.09 -3.12 2.37 -0.257
C -4.04 -2.84 -2.83 -0.296
As -5.94 -3.03 -2.40 1.392
C -6.85 -1.48 -1.73 -0.238
C -6.34 -4.60 -1.37 -0.228
H -3.56 2.34 -1.28 0.058
H -2.22 2.85 -0.23 0.043
H -3.49 1.78 0.41 0.041
H -1.74 1.34 -3.42 0.058
H -0.31 0.35 -3.04 0.030
H -0.43 2.01 -2.44 0.044
H -3.62 -0.25 -2.63 0.099
H -4.12 -0.57 -0.98 0.073
H -0.81 -1.95 -2.07 0.035
H -1.67 -1.86 -3.61 0.107
H -1.44 -3.42 -2.83 0.104
H -2.93 -4.03 -0.73 0.098
H -3.82 -2.72 0.05 0.081
H -0.80 -5.08 0.38 0.059
H 0.65 -4.16 0.80 0.045
H 0.03 -4.13 -0.87 0.028
H -2.58 -4.09 2.31 0.056
H -2.80 -2.36 2.69 0.040
H -1.27 -3.18 3.08 0.045
H -3.74 -3.87 -3.06 0.095
H -4.04 -2.30 -3.79 0.095
H -6.62 -0.61 -2.34 0.048
H -6.57 -1.31 -0.68 0.048
H -7.92 -1.68 -1.78 0.059
H -5.83 -5.46 -1.81 0.054
H -7.42 -4.76 -1.39 0.060
H -6.02 -4.44 -0.34 0.049
C 4.28 -2.12 -2.24 0.043
N 3.25 -1.25 -1.66 -0.092
C 3.24 0.12 -1.71 -0.011
C 2.13 0.53 -1.03 -0.135
N 1.47 -0.59 -0.57 -0.101
C 2.17 -1.64 -0.97 -0.139
H 4.66 -1.66 -3.15 0.111
H 3.84 -3.08 -2.48 0.105
H 5.10 -2.25 -1.53 0.111
H 4.01 0.68 -2.22 0.148
H 1.78 1.53 -0.86 0.110
H 1.94 -2.67 -0.77 0.125
C 3.59 1.70 4.60 0.035
N 2.74 1.12 3.55 -0.079
C 3.29 -0.04 2.84 0.026
C 1.54 1.53 3.25 -0.475
O 0.71 1.08 2.46 0.014
N 1.09 2.73 3.98 -0.015
C 0.05 2.62 4.98 0.045
C 1.55 4.04 3.56 0.043
H 4.03 0.89 5.18 0.120
H 3.02 2.32 5.28 0.098
H 4.39 2.29 4.14 0.119
H 4.37 0.09 2.78 0.115
H 2.88 -0.09 1.84 0.068
H 3.08 -0.96 3.39 0.117
H -0.03 1.59 5.32 0.123
H -0.89 2.95 4.54 0.138
H 0.29 3.29 5.80 0.136
H 2.26 3.95 2.74 0.122
H 2.03 4.53 4.42 0.141
H 0.69 4.65 3.27 0.136
```

***

C20H45BGaO9S4 | ωB97M-V with the def2-TZVPD basis set

Calculated values
**Net charge**: -1
**LUMO level**: 2.25 eV
**Kohn-Sham gap**: 5.73 eV

```
80
Properties=species:S:1:pos:R:3:lowdin_charge:R:1
C 2.34 -1.87 3.27 -0.239
C 2.17 -1.14 1.94 -0.406
Ga 1.84 0.87 2.24 0.357
B -0.12 1.40 2.80 -0.568
O -0.48 2.79 2.70 -0.061
C -1.29 0.46 3.33 -0.221
C -1.47 -0.86 2.55 -0.127
H 2.73 -2.89 3.16 0.035
H 1.43 -1.88 3.87 0.047
H 3.09 -1.33 3.86 0.035
H 3.12 -1.22 1.42 -0.007
H 1.43 -1.63 1.31 0.017
H 2.87 1.32 3.42 -0.094
H 2.17 1.66 0.86 -0.100
H -0.04 3.22 3.46 0.083
H -2.23 1.04 3.26 0.073
H -1.15 0.27 4.40 0.087
H -1.52 -1.69 3.23 0.031
H -2.43 -0.84 2.03 0.054
H -0.70 -1.00 1.79 0.044
C -1.45 3.48 -0.50 -0.211
C -2.85 4.12 -0.46 -0.207
C -3.66 3.52 -1.62 -0.230
S -2.97 1.89 -1.91 0.663
O -2.39 1.87 -3.23 -0.342
O -3.95 0.89 -1.54 -0.344
C -1.67 1.99 -0.69 -0.210
H -0.88 3.68 0.41 0.108
H -0.88 3.88 -1.35 0.092
H -3.33 3.87 0.49 0.116
H -2.80 5.20 -0.53 0.109
H -4.71 3.42 -1.39 0.094
H -3.54 4.10 -2.54 0.094
H -0.80 1.46 -1.04 0.119
H -2.05 1.53 0.23 0.106
C -5.52 -3.57 1.99 -0.218
C -5.17 -5.03 1.67 -0.217
C -3.92 -5.39 2.48 -0.220
S -3.97 -4.36 3.95 0.663
O -2.86 -3.45 3.89 -0.307
O -4.22 -5.17 5.11 -0.332
C -5.45 -3.45 3.51 -0.231
H -6.51 -3.29 1.62 0.113
H -4.79 -2.90 1.54 0.120
H -6.00 -5.67 1.95 0.112
H -5.00 -5.17 0.60 0.112
H -3.91 -6.43 2.79 0.098
H -3.01 -5.15 1.94 0.106
H -5.36 -2.43 3.87 0.109
H -6.29 -3.95 4.00 0.103
C 1.29 6.06 -5.26 -0.226
C 2.11 4.77 -5.08 -0.214
C 2.84 4.87 -3.74 -0.215
S 1.82 5.92 -2.69 0.660
O 2.55 7.13 -2.40 -0.324
O 1.24 5.12 -1.64 -0.308
C 0.58 6.28 -3.93 -0.232
H 0.58 5.99 -6.08 0.111
H 1.96 6.90 -5.46 0.115
H 1.43 3.91 -5.07 0.119
H 2.81 4.63 -5.90 0.110
H 2.95 3.91 -3.25 0.108
H 3.81 5.35 -3.83 0.102
H 0.22 7.30 -3.78 0.104
H -0.24 5.57 -3.79 0.104
C 5.83 -4.54 -1.83 -0.231
C 4.81 -5.27 -0.95 -0.221
C 4.15 -4.23 -0.04 -0.218
S 4.21 -2.67 -0.94 0.643
O 5.07 -1.77 -0.23 -0.310
O 2.88 -2.30 -1.35 -0.311
C 5.10 -3.30 -2.36 -0.238
H 6.19 -5.17 -2.64 0.108
H 6.69 -4.23 -1.23 0.116
H 4.06 -5.75 -1.58 0.113
H 5.28 -6.06 -0.36 0.109
H 3.11 -4.46 0.18 0.104
H 4.70 -4.09 0.89 0.106
H 5.77 -2.53 -2.73 0.103
H 4.37 -3.57 -3.12 0.102
```

***

C20H45ClIN5O5P | ωB97M-V with the def2-TZVPD basis set

Calculated values
**Net charge**: +1
**LUMO level**: -2.37 eV
**Kohn-Sham gap**: 8.87 eV

```
78
Properties=species:S:1:pos:R:3:lowdin_charge:R:1
C -2.32 3.59 4.11 -0.066
C -1.81 2.91 2.85 -0.236
N -1.55 1.48 2.98 -0.013
N -0.24 0.94 2.93 -0.076
C 0.83 1.72 3.66 -0.311
P 0.70 1.57 5.58 0.930
N 0.69 3.22 6.03 -0.183
O -0.88 1.07 5.71 -0.330
C 2.23 1.14 3.37 -0.229
N 2.47 0.71 2.02 0.009
C 1.49 -0.25 1.49 -0.427
C 2.05 -0.65 0.09 -0.119
C 1.17 -0.98 -1.11 -0.209
C 1.98 -0.84 -2.41 -0.292
N 1.32 -1.31 -3.61 0.012
C 1.53 -1.48 2.44 -0.121
C 0.97 -2.84 2.00 -0.150
C -0.23 -3.35 2.80 -0.234
O -0.02 -3.11 4.18 -0.197
C -1.15 -2.60 4.85 -0.107
C 0.12 0.50 1.45 -0.562
Cl -1.20 -0.61 1.04 0.886
C 0.16 1.73 0.53 -0.214
C -1.08 2.04 -0.31 -0.341
C -0.94 3.36 -1.05 -0.635
I 0.65 3.36 -2.47 0.843
H -3.15 3.03 4.54 0.087
H -1.54 3.68 4.87 0.037
H -2.68 4.58 3.87 0.088
H -2.57 3.04 2.07 0.112
H -0.92 3.41 2.46 0.101
H -2.08 1.02 3.70 0.119
H -0.29 0.04 3.41 0.123
H 0.77 2.75 3.31 0.102
H -0.03 3.52 6.68 0.044
H 0.76 3.90 5.29 0.036
H -1.36 1.41 6.48 0.069
H 2.96 1.91 3.63 0.137
H 2.43 0.31 4.05 0.088
H 2.64 1.47 1.38 0.122
H 2.73 0.15 -0.22 0.118
H 2.70 -1.50 0.28 0.133
H 0.77 -2.00 -1.05 0.104
H 0.30 -0.32 -1.19 0.066
H 2.93 -1.37 -2.30 0.119
H 2.22 0.21 -2.55 0.091
H 0.97 -2.26 -3.51 0.075
H 0.55 -0.71 -3.89 0.069
H 2.60 -1.60 2.61 0.136
H 1.12 -1.27 3.43 0.099
H 0.72 -2.86 0.94 0.093
H 1.77 -3.58 2.12 0.123
H -1.16 -2.89 2.47 0.076
H -0.33 -4.43 2.64 0.130
H -1.52 -1.67 4.39 0.066
H -0.85 -2.39 5.88 0.094
H -1.98 -3.32 4.87 0.098
H 1.01 1.60 -0.14 0.063
H 0.41 2.61 1.14 0.110
H -1.97 2.09 0.32 0.088
H -1.24 1.24 -1.03 0.090
H -1.84 3.58 -1.62 0.047
H -0.76 4.20 -0.37 0.045
C -2.96 -2.06 -8.69 -0.063
C -2.13 -3.10 -7.96 -0.208
O -0.73 -2.96 -8.25 0.039
C -0.10 -2.00 -7.58 -0.616
O -0.58 -1.29 -6.73 0.104
O 1.16 -1.96 -7.99 0.010
C 1.96 -0.93 -7.38 -0.034
H -2.76 -2.10 -9.76 0.084
H -4.02 -2.25 -8.52 0.081
H -2.72 -1.06 -8.32 0.075
H -2.37 -4.10 -8.31 0.123
H -2.28 -3.05 -6.89 0.119
H 1.91 -1.00 -6.30 0.069
H 1.61 0.05 -7.70 0.098
H 2.97 -1.10 -7.73 0.094
```